(1)
DFT (ωB97M-V/def2-TZVPD) results for a molecular structure, C36H41N3O3PSn.

Each line ends with the Löwdin charge.
CARTESIAN COORDINATES (ANGSTROEM)
H1 -5.355 1.965 3.686  0.0690
C1 -4.489 -4.375 -0.002  -0.1280
H2 3.965 1.303 -1.061  0.0995
H3 -5.140 0.154 0.463  0.1143
H4 0.108 0.286 -3.922  0.0784
C2 -4.245 0.698 0.755  -0.0190
H5 -6.268 1.027 2.497  0.0692
H6 -2.939 2.410 3.348  0.1128
C3 0.604 2.875 -2.051  -0.2999
H7 -0.493 6.556 -4.318  0.0708
H8 0.079 7.271 -2.815  0.0705
N1 -0.954 -1.485 1.697  -0.0770
H9 5.175 3.355 -1.632  0.0723
C4 -4.178 1.273 2.017  -0.2789
C5 3.057 2.865 0.082  -0.1196
Sn1 0.147 -0.515 -0.221  1.3542
H10 -2.049 5.685 -2.104  0.1080
H11 -2.772 -0.773 -1.576  0.0532
H12 -2.388 -2.458 2.719  0.1193
H13 2.585 0.608 2.454  0.0516
H14 1.252 -0.526 -5.002  0.0704
C6 0.834 4.083 -2.718  -0.0816
H15 -0.727 3.061 2.956  0.0794
H16 2.389 1.458 -5.735  0.0713
C7 -2.038 1.502 0.206  -0.3059
C8 2.218 1.961 -4.777  -0.1296
H17 3.149 0.440 -3.571  0.1030
H18 2.427 1.472 7.613  0.0937
N2 -0.554 -1.057 2.962  0.0640
C9 -1.950 2.085 1.481  -0.2051
C10 2.169 0.924 -3.655  -0.5474
O1 3.106 0.965 3.215  0.0416
C11 -3.965 -4.454 -1.302  -0.1102
C12 1.084 0.124 4.233  -0.0761
O2 -1.007 -2.392 -1.058  -0.2983
H19 3.013 2.695 -4.640  0.0507
C13 -0.684 2.785 1.902  -0.0231
H20 -5.407 -4.884 0.260  0.0839
H21 1.211 6.429 -3.875  0.0672
C14 -3.306 0.179 -1.525  -0.0257
C15 2.796 1.254 5.522  -0.0284
H22 3.971 3.199 0.581  0.0792
H23 1.270 2.497 -4.847  0.0709
C16 -0.626 2.666 -1.351  -0.3118
C17 3.384 2.208 -1.265  -0.5517
H24 1.153 -0.987 -3.295  0.0485
C18 -3.197 0.803 -0.156  -0.2104
H25 3.756 1.755 5.543  0.1099
H26 -2.868 0.831 -2.283  0.0766
O3 1.216 -0.064 1.849  -0.2784
H27 -2.398 -3.854 -2.637  0.1055
H28 2.544 2.169 0.748  0.0479
P1 1.792 1.514 -1.928  0.9990
C19 2.326 0.778 4.297  -0.2704
C20 0.353 -0.037 5.411  -0.0395
C21 -3.805 -3.633 0.930  -0.0729
H29 -2.520 3.611 -0.918  0.1112
H30 4.473 2.668 -3.100  0.0536
H31 -4.479 -5.042 -2.054  0.0917
H32 -4.186 -3.564 1.946  0.1021
N3 -0.923 1.512 -0.669  -0.1233
C22 -2.803 -3.800 -1.634  -0.0328
H33 -5.170 0.215 3.611  0.0759
H34 -4.350 -0.012 -1.777  0.0783
C23 1.114 -0.143 -3.985  -0.1474
H35 -0.598 -0.550 5.335  0.1024
H36 1.778 4.221 -3.233  0.0843
H37 -0.510 3.689 1.311  0.0804
C24 -2.618 -2.942 0.626  -0.1524
H38 2.405 3.731 -0.062  0.0757
C25 2.050 1.087 6.672  -0.1061
C26 -1.973 -2.264 1.730  -0.0841
H39 3.726 4.076 -2.328  0.0638
C27 -3.021 1.967 2.359  -0.0136
C28 4.232 3.128 -2.141  -0.1220
C29 0.193 6.410 -3.479  -0.0706
C30 -2.084 -3.006 -0.695  -0.4178
C31 -5.306 1.114 3.005  -0.0630
C32 0.819 0.436 6.625  -0.1109
H40 0.231 0.304 7.525  0.0894
C33 -1.294 4.903 -2.089  -0.0573
C34 -1.565 3.733 -1.417  -0.0222
C35 0.545 -0.369 2.926  -0.4577
C36 -0.083 5.117 -2.754  -0.3007
H41 0.182 2.135 1.748  0.0563

Summary:
**Total charge**: -1
**Kohn-Sham gap**: 7.04 eV
**Energy**: -63734.2394 eV

---

(2)
DFT (ωB97M-V/def2-TZVPD) results for 2 unconnected molecules or ions with the total composition C36H41N4O in a non-equilibrium geometry.

Each line ends with the Löwdin charge.
CARTESIAN COORDINATES (ANGSTROEM)
H1 -4.644 -3.662 -3.861  0.1051
H2 -2.694 2.904 -3.453  0.1351
H3 0.269 2.418 3.159  0.0957
H4 2.001 3.918 0.894  0.0941
C1 7.096 -0.796 3.878  -0.0861
N1 1.120 -0.074 0.962  0.0554
C2 5.814 -1.039 3.368  -0.0282
N2 2.246 1.866 1.226  -0.0379
C3 -2.998 0.244 -1.983  -0.0880
C4 -4.058 -0.700 -2.244  -0.2570
H5 -6.911 -3.307 -2.865  0.1016
C5 4.563 -1.785 1.202  -0.1887
C6 0.027 1.427 -3.870  -0.1490
H6 0.791 0.796 -3.394  0.1144
H7 2.527 -2.412 1.433  0.1204
H8 -1.454 0.111 1.711  0.0829
C7 -0.670 3.744 -3.379  -0.1478
C8 -4.483 -2.483 0.987  -0.0117
C9 -6.248 -1.213 2.053  -0.0493
H9 9.228 -0.860 3.540  0.1035
H10 2.313 3.468 2.584  0.0991
H11 0.314 2.188 -0.490  0.0989
H12 -7.357 -1.266 -1.498  0.1075
H13 3.097 -1.199 2.617  0.1251
C10 -6.117 -2.577 -2.699  -0.0938
O1 4.424 1.203 0.852  0.1043
H14 -4.116 -3.404 0.526  0.1259
H15 -2.008 2.946 -1.821  0.1039
H16 7.204 -0.399 4.888  0.1009
H17 0.452 -1.952 0.406  0.1578
H18 3.638 3.395 1.384  0.1034
H19 -0.306 4.350 -2.543  0.1037
H20 -1.058 1.624 0.479  0.0660
H21 2.651 -0.656 -0.385  0.1719
C11 -3.609 -1.363 1.046  -0.2196
C12 -0.081 2.108 0.530  0.0112
H22 -2.850 -1.986 -3.496  0.0962
C13 5.069 -2.222 -0.014  -0.0382
C14 3.221 0.956 0.925  -0.3636
H23 4.516 -2.516 -0.900  0.1227
H24 -2.060 -2.201 -0.238  0.1365
H25 -0.210 3.113 0.952  0.1002
C15 0.902 1.319 1.398  -0.4512
H26 -5.748 0.823 2.597  0.1132
H27 -1.388 -0.610 -3.131  0.1261
H28 -3.227 1.078 -1.315  0.0992
H29 7.064 -2.457 -0.730  0.1594
C16 2.568 3.238 1.541  -0.0011
C17 -5.354 -0.512 -1.696  -0.0584
C18 5.697 -1.536 2.070  -0.1405
H30 -6.430 -3.282 1.438  0.1180
N3 -1.198 1.439 -3.076  -0.1282
C19 -2.276 -1.409 0.484  0.0292
C20 -3.834 -1.844 -3.050  -0.0505
H31 -1.096 4.423 -4.124  0.1109
C21 -4.846 -2.776 -3.256  -0.0869
N4 6.451 -2.205 0.038  0.0820
H32 -3.446 0.701 1.699  0.1103
C22 6.867 -1.792 1.301  -0.1965
C23 -6.367 -1.431 -1.928  -0.0936
H33 0.652 3.155 -5.018  0.1109
C24 0.463 2.893 -3.975  -0.1537
H34 -0.379 0.762 3.094  0.0770
H35 1.391 3.041 -3.416  0.1056
H36 1.330 1.018 3.511  0.1058
H37 9.010 -1.726 1.166  0.1104
C25 -5.398 -0.105 2.144  -0.0623
C26 -1.842 0.311 -2.744  -0.0974
C27 2.529 -0.387 0.685  -0.1440
H38 -7.274 -1.148 2.419  0.1155
C28 3.142 -1.504 1.557  -0.0745
C29 -1.212 -0.706 1.026  -0.0792
C30 -4.095 -0.176 1.654  -0.0260
C31 8.142 -1.539 1.795  -0.0152
C32 0.136 -0.969 0.771  0.0279
H39 4.902 -0.853 3.939  0.1039
C33 -1.758 2.768 -2.878  -0.1456
H40 -5.532 0.367 -1.072  0.1104
H41 -0.162 1.003 -4.871  0.1264
C34 8.246 -1.050 3.106  -0.0824
C35 0.499 1.380 2.888  0.0209
C36 -5.776 -2.408 1.490  -0.0604

Summary:
**Total charge**: +1
**Kohn-Sham gap**: 4.83 eV
**Energy**: -45998.7737 eV

---

Which value of total charge does entry 1 give?
-1